{
  "formula": "C3H8S",
  "method": "the ωB97M-V functional and the def2-TZVPD basis",
  "species": ["C", "C", "C", "S", "H", "H", "H", "H", "H", "H", "H", "H"],
  "xyz": [[1.255011, 0.825460, -1.096477], [1.227692, 0.337571, 0.343998], [0.138978, -0.666137, 0.833067], [-1.410338, -0.260706, 0.066741], [1.211205, -0.076051, -1.726097], [0.238745, 1.301291, -1.411255], [2.166079, 1.425715, -1.240166], [0.795029, 1.234335, 0.906562], [2.268796, 0.102853, 0.647432], [0.344838, -1.739145, 0.766665], [0.083394, -0.566407, 1.953535], [-0.537232, -1.163894, -1.525936]],
  "forces_ev_per_a": [[-2.009, -0.822, -0.722], [-1.091, 1.767, 1.456], [1.345, -0.297, 1.341], [1.160, -2.248, -3.193], [0.782, 0.219, -0.365], [2.117, -0.172, 0.759], [-0.642, -0.113, -0.338], [1.460, -0.660, -0.314], [-0.777, -0.024, 0.252], [0.111, 0.179, -0.625], [-0.286, 0.331, -0.970], [-2.169, 1.840, 2.721]],
  "lowdin_charge": [-0.201, -0.368, -0.719, 0.624, 0.029, 0.068, 0.073, 0.107, 0.107, 0.050, 0.078, 0.152],
  "e_lumo_ha": -0.0372,
  "max_force_ev_per_a": 4.07,
  "charge": 0,
  "homo_lumo_gap_ev": 8.06,
  "energy_ha": -517.16281,
  "e_above_lowest_kcal_mol": 73.90
}